16
Properties=species:S:1:pos:R:3 method="wB97M-V/def2-TZVPD" orbital_gap_ev="11.64 / 8.63" e_above_lowest_kcal_mol=10.8 fmax_ev_per_a=2.61 multiplicity=2 s2=0.7540 lumo_energy_ha="0.032 / -0.056" energy_ha=-234.12378
C -2.666 -1.809 0.863
O -3.877 -1.938 1.437
H -2.770 -1.350 -0.165
H -2.115 -2.747 0.695
H -1.935 -1.155 1.494
C 0.838 -0.345 -0.902
C 1.692 0.598 -0.114
C 1.241 2.107 -0.100
H 0.580 0.038 -1.962
H 1.277 -1.331 -1.042
H -0.133 -0.474 -0.383
H 1.899 0.225 0.950
H 2.690 0.627 -0.571
H 2.036 2.921 0.051
H 0.579 2.335 0.791
H 0.666 2.300 -1.043

***

143
Properties=species:S:1:pos:R:3 method="wB97M-V/def2-TZVPD" orbital_gap_ev=6.42 fmax_ev_per_a=1.18 lumo_energy_ha=0.059 energy_ha=-2484.99709 charge=-1
N 6.012 -5.055 -3.587
C 4.929 -4.036 -3.703
B 3.665 -4.672 -4.510
O 2.817 -3.624 -5.255
C 2.066 -2.885 -4.496
O 2.412 -1.847 -3.974
C 0.672 -3.373 -4.253
C 0.279 -4.656 -4.621
C -1.015 -5.083 -4.328
C -1.932 -4.267 -3.673
C -1.546 -2.971 -3.348
C -0.258 -2.541 -3.641
H 6.417 -5.053 -2.662
H 5.638 -5.977 -3.767
H 4.680 -3.687 -2.697
H 5.336 -3.192 -4.266
H 2.968 -5.358 -3.759
H 4.119 -5.425 -5.368
H 0.986 -5.313 -5.106
H -1.334 -6.079 -4.614
H -2.919 -4.616 -3.420
H -2.239 -2.309 -2.853
H 0.026 -1.533 -3.378
C -1.463 -2.894 0.569
C -2.832 -3.519 0.761
C -2.994 -4.148 2.136
O -3.049 -4.512 -0.242
H -0.675 -3.646 0.667
H -1.380 -2.477 -0.435
H -1.279 -2.099 1.293
H -3.606 -2.766 0.606
H -2.253 -4.940 2.278
H -3.978 -4.615 2.218
H -2.889 -3.430 2.952
H -2.380 -5.198 -0.139
C 2.927 -7.653 -3.650
C 1.636 -7.892 -2.880
C 0.539 -8.435 -3.786
O 1.209 -6.685 -2.261
H 2.774 -6.910 -4.435
H 3.699 -7.261 -2.989
H 3.291 -8.575 -4.109
H 1.820 -8.599 -2.068
H 0.313 -7.716 -4.579
H -0.380 -8.597 -3.221
H 0.836 -9.378 -4.250
H 1.043 -6.034 -2.954
C 1.608 2.440 -4.215
C 2.814 2.537 -3.291
C 4.096 2.146 -4.010
O 2.621 1.699 -2.156
H 1.474 1.414 -4.566
H 0.695 2.720 -3.685
H 1.720 3.093 -5.083
H 2.903 3.557 -2.911
H 4.041 1.110 -4.352
H 4.950 2.216 -3.335
H 4.281 2.789 -4.873
H 2.538 0.791 -2.476
C -0.298 1.716 2.033
C -1.203 1.319 0.880
C -1.607 2.538 0.067
O -2.371 0.648 1.365
H -0.816 2.404 2.705
H -0.012 0.843 2.621
H 0.608 2.206 1.675
H -0.690 0.600 0.240
H -2.160 3.248 0.687
H -2.261 2.251 -0.758
H -0.734 3.048 -0.344
H -2.850 1.261 1.932
C -3.333 6.938 -2.762
C -2.365 6.244 -1.815
C -1.116 5.761 -2.535
O -3.014 5.137 -1.186
H -3.660 6.246 -3.544
H -4.223 7.267 -2.224
H -2.870 7.800 -3.241
H -2.083 6.930 -1.014
H -1.387 5.030 -3.303
H -0.451 5.255 -1.832
H -0.575 6.577 -3.004
H -3.266 4.516 -1.878
C 1.506 9.727 -2.847
C 0.597 9.406 -4.023
C 0.308 10.643 -4.860
O -0.625 8.833 -3.555
H 1.031 10.457 -2.186
H 1.701 8.830 -2.259
H 2.460 10.137 -3.184
H 1.064 8.644 -4.648
H -0.202 11.400 -4.258
H -0.345 10.395 -5.697
H 1.228 11.079 -5.254
H -1.063 9.485 -2.997
C 0.963 -6.463 1.198
C 0.302 -7.262 2.309
C 0.777 -8.707 2.345
O -1.123 -7.228 2.177
H 0.729 -6.862 0.207
H 0.601 -5.434 1.219
H 2.047 -6.450 1.317
H 0.525 -6.779 3.263
H 0.521 -9.213 1.410
H 0.291 -9.252 3.156
H 1.857 -8.765 2.483
H -1.366 -7.663 1.352
C 1.030 6.567 4.607
C 1.009 5.482 3.542
C 0.132 5.879 2.363
O 0.546 4.252 4.098
H 0.027 6.741 4.999
H 1.661 6.266 5.445
H 1.407 7.510 4.208
H 2.024 5.289 3.192
H -0.900 6.030 2.690
H 0.123 5.091 1.608
H 0.485 6.802 1.899
H -0.353 4.392 4.414
C -2.522 7.856 7.539
C -1.295 8.637 7.093
C -1.261 10.024 7.719
O -1.266 8.739 5.670
H -3.435 8.369 7.226
H -2.531 6.866 7.082
H -2.546 7.738 8.623
H -0.393 8.090 7.371
H -2.137 10.602 7.412
H -0.377 10.570 7.389
H -1.249 9.967 8.809
H -2.053 9.220 5.392
C -1.597 -7.518 7.215
C -1.534 -8.387 5.967
C -2.433 -7.849 4.866
O -1.894 -9.733 6.292
H -2.615 -7.501 7.614
H -0.947 -7.917 7.994
H -1.295 -6.492 6.998
H -0.504 -8.430 5.608
H -3.477 -7.843 5.199
H -2.375 -8.479 3.984
H -2.152 -6.837 4.583
H -2.802 -9.719 6.610